9
Properties=species:S:1:pos:R:3:lowdin_charge:R:1 method="wB97M-V/def2-TZVPD" gap_ev="6.375 / 6.383"
C -1.13 0.20 0.54 -1.162
N -1.31 -1.01 0.53 -0.001
N 2.16 0.42 -0.18 -0.130
O 2.26 -0.78 -0.14 0.037
O 1.18 1.08 -0.56 -0.343
S -0.97 1.66 1.31 0.581
S -0.58 0.58 -1.41 0.931
H -1.70 -1.41 1.38 0.084
H 0.09 -0.74 -1.47 0.004

---

8
Properties=species:S:1:pos:R:3:lowdin_charge:R:1 method="wB97M-V/def2-TZVPD" smiles="O=NC[N+](=O)[O-]" gap_ev="9.200 / 9.200"
C -0.41 0.31 -0.03 -0.053
N -0.89 -1.06 -0.27 -0.036
N 1.15 0.16 -0.04 -0.440
O -1.91 -1.39 0.22 0.053
O 1.73 0.66 0.86 0.094
O 1.60 -0.49 -0.93 0.093
H -0.75 0.89 1.02 0.200
H -0.52 0.92 -0.84 0.089

---

9
Properties=species:S:1:pos:R:3:lowdin_charge:R:1 method="wB97M-V/def2-TZVPD" smiles="NS(=O)(=O)N=C=O" gap_ev=11.666
C 1.81 2.63 -1.23 -0.385
N 1.01 2.58 -0.40 0.061
N 0.33 0.12 0.21 -0.051
O 2.66 2.86 -2.01 0.166
O 0.25 1.85 2.02 -0.276
O -1.38 1.95 0.10 -0.290
S -0.05 1.65 0.62 0.633
H -0.53 -0.36 -0.05 0.090
H 0.69 -0.48 0.88 0.051

---

7
Properties=species:S:1:pos:R:3:lowdin_charge:R:1 method="wB97M-V/def2-TZVPD" smiles="NC(=S)N=O" gap_ev=7.401
C -0.53 -0.25 0.16 -0.939
N -0.97 1.17 0.01 -0.038
N 0.76 -0.50 0.04 0.044
O -0.06 2.00 0.02 -0.020
S -1.85 -1.27 0.02 0.626
H 1.44 0.35 -0.05 0.148
H 1.20 -1.49 -0.20 0.179